{
  "formula": "C37H31BrNO4P2Pd",
  "method": "wB97M-V/def2-TZVPD",
  "elements": ["Pd", "O", "P", "C", "P", "O", "C", "C", "C", "C", "C", "C", "C", "C", "C", "C", "C", "C", "C", "C", "C", "C", "C", "C", "C", "C", "C", "C", "C", "C", "H", "H", "H", "H", "H", "H", "H", "H", "H", "H", "H", "H", "H", "H", "H", "H", "H", "H", "H", "H", "H", "H", "Br", "C", "C", "C", "C", "C", "N", "H", "H", "H", "H", "O", "C", "O", "C", "C", "C", "C", "C", "C", "H", "H", "H", "H", "H"],
  "xyz": [[-0.5606, 1.3621, 0.6494], [-1.3665, 0.0121, -0.5183], [-0.8892, -1.0812, -1.5181], [0.6660, -0.5798, -2.2895], [1.7302, 0.3275, -1.1364], [0.9101, 1.5851, -0.6713], [2.0936, -0.7069, 0.2522], [2.5602, -2.0110, 0.0717], [2.8335, -2.7971, 1.1769], [2.6423, -2.2896, 2.4614], [2.1999, -0.9889, 2.6465], [1.9397, -0.1882, 1.5428], [3.1717, 0.8247, -1.9937], [4.4416, 0.5115, -1.4933], [5.5608, 0.9162, -2.1986], [5.4180, 1.6415, -3.3755], [4.1560, 1.9770, -3.8608], [3.0295, 1.5764, -3.1735], [-2.1187, -1.2422, -2.7980], [-3.4640, -0.8997, -2.4999], [-4.4327, -1.0004, -3.4791], [-4.0867, -1.4603, -4.7426], [-2.7504, -1.7940, -5.0440], [-1.7709, -1.6935, -4.0711], [-0.6447, -2.6319, -0.7064], [-0.8865, -2.7582, 0.6624], [-0.6901, -3.9868, 1.2735], [-0.2781, -5.0811, 0.5243], [-0.0358, -4.9536, -0.8417], [-0.2285, -3.7350, -1.4630], [0.4366, 0.1052, -3.1088], [1.2041, -1.4415, -2.6906], [2.7205, -2.4134, -0.9225], [3.2030, -3.8049, 1.0419], [2.8694, -2.9080, 3.3200], [2.0936, -0.5879, 3.6460], [1.7355, 0.8682, 1.6911], [4.5557, -0.0356, -0.5668], [6.5467, 0.6707, -1.8289], [6.2992, 1.9569, -3.9183], [4.0598, 2.5517, -4.7716], [2.0483, 1.8610, -3.5375], [-3.7289, -0.5614, -1.5055], [-5.4583, -0.7390, -3.2574], [-4.8511, -1.5876, -5.4986], [-2.4901, -2.1304, -6.0392], [-0.7506, -1.9605, -4.3182], [-1.2254, -1.9099, 1.2400], [-0.8705, -4.0965, 2.3346], [-0.1700, -6.0481, 0.9977], [0.2846, -5.8098, -1.4198], [-0.0705, -3.6544, -2.5335], [-1.4641, 2.1007, -2.7509], [-1.6525, 3.3601, -1.3815], [-2.2068, 4.5727, -1.7572], [-2.3663, 5.5771, -0.8229], [-1.9624, 5.3496, 0.4796], [-1.4300, 4.1247, 0.8088], [-1.2830, 3.1348, -0.1038], [-2.5039, 4.7095, -2.7867], [-2.7964, 6.5267, -1.1143], [-2.0532, 6.1062, 1.2458], [-1.1089, 3.9263, 1.8123], [-1.2562, 0.2225, 2.2377], [-0.9766, 1.1521, 3.0840], [-0.5031, 2.2133, 2.4940], [-1.1294, 1.0417, 4.4892], [-0.6010, 2.0333, 5.3354], [-0.7142, 1.8844, 6.6864], [-1.3832, 0.7753, 7.2116], [-1.8997, -0.2137, 6.3727], [-1.7904, -0.0827, 5.0194], [-0.1146, 2.9083, 4.9249], [-0.2820, 2.6265, 7.3426], [-1.5082, 0.6849, 8.2823], [-2.3809, -1.0880, 6.7873], [-2.2248, -0.8254, 4.3633]],
  "mulliken_charge": [1.5607, -0.3713, -0.1629, -1.2214, 1.1919, -0.7200, 0.6907, -0.2309, -0.8635, -0.6884, -0.8058, -0.9439, 0.7611, -0.3104, -0.8527, -0.4970, -0.8447, -0.6080, 0.8536, -0.4946, -0.8174, -0.5244, -0.8410, -0.3201, 1.1603, -0.6450, -0.7147, -0.5844, -0.7291, -0.6294, 0.9340, 0.7394, 0.4526, 0.4980, 0.4798, 0.5749, 0.8386, 0.4385, 0.4554, 0.4291, 0.4535, 0.3320, 0.4262, 0.4659, 0.4423, 0.4576, 0.3575, 0.4791, 0.4936, 0.4694, 0.4759, 0.3627, 0.1782, 0.4925, -0.7502, -0.2567, -0.9343, -0.4954, 0.2165, 0.4780, 0.4611, 0.5020, 0.9868, -0.8252, 1.9080, -0.8911, 0.4714, -0.3812, -0.7826, -0.3945, -0.7344, -0.3262, 0.4221, 0.4436, 0.4513, 0.4448, 0.4625],
  "de_lowest_ev": 1.781,
  "total_charge": 3,
  "energy_ev": -140625.5751,
  "homo_ev": [-16.54, -16.54],
  "largest_force_ha_per_bohr": 0.0243,
  "gap_ev": [3.94, 3.94]
}